# C49H121N6O9

7 unconnected molecules or ions with the total composition C49H121N6O9 (ωB97M-V with the def2-TZVPD basis set, the OMol25 dataset).

Last columns: bonded neighbours and bond lengths (Å).
Cartesian coordinates (Å):
1 C -17.73 -0.57 -15.16  C2 1.599, H11 1.090, H12 1.090, H13 1.090
2 C -19.26 -0.14 -15.31  C1 1.599, N3 1.566, H14 1.090, H15 1.090
3 N -19.57 1.39 -15.30  C2 1.566, C4 1.539, C5 1.540, C7 1.522
4 C -19.40 1.98 -16.71  N3 1.539, H16 1.090, H17 1.090, H18 1.090
5 C -21.08 1.51 -15.03  N3 1.540, C6 1.584, H19 1.090, H20 1.090
6 C -21.89 0.50 -15.93  C5 1.584, H21 1.090, H22 1.090, H23 1.090
7 C -18.80 2.21 -14.27  N3 1.522, C8 1.568, H24 1.090, H25 1.090
8 C -18.85 1.50 -12.87  C7 1.568, O9 1.463, H26 1.090, H27 1.090
9 O -17.57 1.10 -12.29  C8 1.463, C10 1.385
10 C -17.70 0.26 -11.20  O9 1.385, H28 1.090, H29 1.090, H30 1.090
11 H -17.08 -0.46 -16.03  C1 1.090
12 H -17.65 -1.65 -14.98  C1 1.090
13 H -17.12 -0.15 -14.36  C1 1.090
14 H -19.87 -0.61 -14.53  C2 1.090
15 H -19.60 -0.60 -16.24  C2 1.090
16 H -18.39 2.38 -16.79  C4 1.090
17 H -20.12 2.76 -16.97  C4 1.090
18 H -19.59 1.24 -17.49  C4 1.090
19 H -21.46 2.52 -15.20  C5 1.090
20 H -21.38 1.36 -13.99  C5 1.090
21 H -21.85 0.75 -16.99  C6 1.090
22 H -22.87 0.86 -15.64  C6 1.090
23 H -21.78 -0.59 -15.89  C6 1.090
24 H -18.94 3.29 -14.28  C7 1.090
25 H -17.81 2.32 -14.71  C7 1.090
26 H -19.55 0.67 -12.85  C8 1.090
27 H -19.30 2.22 -12.19  C8 1.090
28 H -18.20 -0.66 -11.51  C10 1.090
29 H -18.34 0.72 -10.45  C10 1.090
30 H -16.78 -0.06 -10.72  C10 1.090
31 C -18.48 -6.38 -20.58  C32 1.555, H41 1.090, H42 1.090, H43 1.090
32 C -17.50 -6.76 -21.73  C31 1.555, N33 1.546, H44 1.090, H45 1.090
33 N -16.72 -5.61 -22.40  C32 1.546, C34 1.556, C35 1.598, C37 1.641
34 C -17.68 -4.59 -23.08  N33 1.556, H46 1.090, H47 1.090, H48 1.090
35 C -16.01 -4.68 -21.30  N33 1.598, C36 1.493, H49 1.090, H50 1.090
36 C -15.38 -5.41 -20.16  C35 1.493, H51 1.090, H52 1.090, H53 1.090
37 C -15.75 -6.11 -23.63  N33 1.641, C38 1.520, H54 1.090, H55 1.090
38 C -14.77 -7.22 -23.32  C37 1.520, O39 1.464, H56 1.090, H57 1.090
39 O -15.45 -8.46 -22.95  C38 1.464, C40 1.459
40 C -14.68 -9.35 -22.08  O39 1.459, H58 1.090, H59 1.090, H60 1.090
41 H -19.25 -5.66 -20.87  C31 1.090
42 H -18.08 -5.83 -19.72  C31 1.090
43 H -19.02 -7.20 -20.13  C31 1.090
44 H -17.88 -7.34 -22.57  C32 1.090
45 H -16.79 -7.47 -21.30  C32 1.090
46 H -17.04 -3.78 -23.43  C34 1.090
47 H -18.47 -4.20 -22.44  C34 1.090
48 H -18.13 -5.16 -23.90  C34 1.090
49 H -16.83 -4.14 -20.85  C35 1.090
50 H -15.31 -4.04 -21.84  C35 1.090
51 H -14.83 -4.71 -19.52  C36 1.090
52 H -14.48 -6.00 -20.35  C36 1.090
53 H -16.00 -6.04 -19.54  C36 1.090
54 H -15.12 -5.23 -23.77  C37 1.090
55 H -16.32 -6.26 -24.54  C37 1.090
56 H -14.06 -6.88 -22.56  C38 1.090
57 H -14.09 -7.25 -24.17  C38 1.090
58 H -13.61 -9.31 -22.29  C40 1.090
59 H -15.04 -10.38 -22.11  C40 1.090
60 H -14.72 -9.16 -21.01  C40 1.090
61 C -10.01 -2.32 -13.41  C62 1.573, H71 1.090, H72 1.090, H73 1.090
62 C -10.66 -3.74 -13.62  C61 1.573, N63 1.609, H74 1.090, H75 1.090
63 N -9.84 -4.95 -12.94  C62 1.609, C64 1.615, C65 1.565, C67 1.498
64 C -8.26 -4.83 -13.28  N63 1.615, H76 1.090, H77 1.090, H78 1.090
65 C -9.93 -4.95 -11.38  N63 1.565, C66 1.525, H79 1.090, H80 1.090
66 C -9.29 -6.16 -10.72  C65 1.525, H81 1.090, H82 1.090, H83 1.090
67 C -10.19 -6.27 -13.55  N63 1.498, C68 1.522, H84 1.090, H85 1.090
68 C -11.67 -6.56 -13.73  C67 1.522, O69 1.450, H86 1.090, H87 1.090
69 O -12.41 -6.20 -12.53  C68 1.450, C70 1.449
70 C -13.80 -5.92 -12.82  O69 1.449, H88 1.090, H89 1.090, H90 1.090
71 H -9.91 -2.13 -12.34  C61 1.090
72 H -10.43 -1.51 -13.99  C61 1.090
73 H -8.94 -2.40 -13.60  C61 1.090
74 H -10.74 -3.85 -14.70  C62 1.090
75 H -11.64 -3.71 -13.14  C62 1.090
76 H -8.18 -4.70 -14.36  C64 1.090
77 H -7.84 -5.83 -13.13  C64 1.090
78 H -7.72 -4.22 -12.56  C64 1.090
79 H -11.02 -4.95 -11.29  C65 1.090
80 H -9.42 -4.03 -11.09  C65 1.090
81 H -9.39 -6.28 -9.64  C66 1.090
82 H -8.23 -6.37 -10.87  C66 1.090
83 H -9.80 -7.09 -10.98  C66 1.090
84 H -9.66 -7.07 -13.05  C67 1.090
85 H -9.69 -6.19 -14.52  C67 1.090
86 H -11.78 -7.63 -13.88  C68 1.090
87 H -12.01 -6.10 -14.66  C68 1.090
88 H -13.79 -5.05 -13.48  C70 1.090
89 H -14.47 -5.79 -11.97  C70 1.090
90 H -14.20 -6.80 -13.33  C70 1.090
91 C -9.34 0.19 -20.28  C92 1.611, H101 1.090, H102 1.090, H103 1.090
92 C -10.53 -0.08 -19.23  C91 1.611, N93 1.572, H104 1.090, H105 1.090
93 N -10.14 0.25 -17.74  C92 1.572, C94 1.528, C95 1.588, C97 1.588
94 C -9.06 -0.72 -17.25  N93 1.528, H106 1.090, H107 1.090, H108 1.090
95 C -9.46 1.68 -17.63  N93 1.588, C96 1.480, H109 1.090, H110 1.090
96 C -10.38 2.80 -17.91  C95 1.480, H111 1.090, H112 1.090, H113 1.090
97 C -11.39 0.26 -16.76  N93 1.588, C98 1.582, H114 1.090, H115 1.090
98 C -12.29 -1.03 -16.70  C97 1.582, O99 1.457, H116 1.090, H117 1.090
99 O -13.20 -1.05 -17.84  C98 1.457, C100 1.411
100 C -13.82 -2.28 -18.15  O99 1.411, H118 1.090, H119 1.090, H120 1.090
101 H -9.17 1.26 -20.42  C91 1.090
102 H -9.65 -0.08 -21.30  C91 1.090
103 H -8.43 -0.41 -20.27  C91 1.090
104 H -10.88 -1.11 -19.18  C92 1.090
105 H -11.43 0.46 -19.49  C92 1.090
106 H -8.62 -0.51 -16.27  C94 1.090
107 H -8.28 -0.96 -17.97  C94 1.090
108 H -9.52 -1.69 -17.08  C94 1.090
109 H -8.52 1.50 -18.16  C95 1.090
110 H -9.16 1.83 -16.60  C95 1.090
111 H -11.03 2.85 -18.79  C96 1.090
112 H -9.77 3.67 -18.15  C96 1.090
113 H -11.05 3.06 -17.09  C96 1.090
114 H -11.92 1.19 -16.98  C97 1.090
115 H -10.97 0.47 -15.77  C97 1.090
116 H -12.79 -1.05 -15.73  C98 1.090
117 H -11.65 -1.91 -16.82  C98 1.090
118 H -13.25 -3.12 -18.56  C100 1.090
119 H -14.54 -1.99 -18.91  C100 1.090
120 H -14.32 -2.63 -17.25  C100 1.090
121 C -13.57 -9.89 -15.41  C122 1.446, H131 1.090, H132 1.090, H133 1.090
122 C -14.68 -9.29 -16.13  C121 1.446, N123 1.556, H134 1.090, H135 1.090
123 N -15.94 -10.14 -16.45  C122 1.556, C124 1.597, C125 1.537, C127 1.615
124 C -16.71 -10.19 -15.05  N123 1.597, H136 1.090, H137 1.090, H138 1.090
125 C -16.93 -9.40 -17.36  N123 1.537, C126 1.586, H139 1.090, H140 1.090
126 C -16.59 -9.28 -18.91  C125 1.586, H141 1.090, H142 1.090, H143 1.090
127 C -15.65 -11.64 -16.97  N123 1.615, C128 1.489, H144 1.090, H145 1.090
128 C -16.79 -12.41 -17.53  C127 1.489, O129 1.427, H146 1.090, H147 1.090
129 O -17.60 -12.61 -16.37  C128 1.427, C130 1.476
130 C -19.02 -13.00 -16.47  O129 1.476, H148 1.090, H149 1.090, H150 1.090
131 H -13.15 -10.85 -15.74  C121 1.090
132 H -13.67 -9.85 -14.33  C121 1.090
133 H -12.76 -9.24 -15.72  C121 1.090
134 H -14.38 -9.10 -17.16  C122 1.090
135 H -14.97 -8.32 -15.73  C122 1.090
136 H -16.70 -9.25 -14.49  C124 1.090
137 H -16.18 -10.96 -14.50  C124 1.090
138 H -17.69 -10.65 -15.20  C124 1.090
139 H -17.13 -8.39 -17.00  C125 1.090
140 H -17.89 -9.89 -17.19  C125 1.090
141 H -16.33 -10.28 -19.25  C126 1.090
142 H -15.74 -8.64 -19.12  C126 1.090
143 H -17.28 -8.80 -19.60  C126 1.090
144 H -15.18 -12.22 -16.18  C127 1.090
145 H -15.06 -11.37 -17.85  C127 1.090
146 H -16.57 -13.35 -18.02  C128 1.090
147 H -17.38 -11.83 -18.25  C128 1.090
148 H -19.58 -12.07 -16.42  C130 1.090
149 H -19.24 -13.58 -15.57  C130 1.090
150 H -19.43 -13.48 -17.36  C130 1.090
151 C -22.02 -3.77 -16.26  C152 1.549, H161 1.090, H162 1.090, H163 1.090
152 C -21.62 -4.77 -15.14  C151 1.549, N153 1.569, H164 1.090, H165 1.090
153 N -20.17 -5.36 -15.09  C152 1.569, C154 1.568, C155 1.556, C157 1.562
154 C -19.28 -4.30 -14.36  N153 1.568, H166 1.090, H167 1.090, H168 1.090
155 C -20.14 -6.73 -14.35  N153 1.556, C156 1.549, H169 1.090, H170 1.090
156 C -20.48 -6.82 -12.85  C155 1.549, H171 1.090, H172 1.090, H173 1.090
157 C -19.54 -5.65 -16.49  N153 1.562, C158 1.582, H174 1.090, H175 1.090
158 C -20.33 -6.66 -17.42  C157 1.582, O159 1.413, H176 1.090, H177 1.090
159 O -19.76 -7.95 -17.33  C158 1.413, C160 1.438
160 C -20.58 -8.95 -17.96  O159 1.438, H178 1.090, H179 1.090, H180 1.090
161 H -22.05 -4.25 -17.24  C151 1.090
162 H -21.27 -3.00 -16.36  C151 1.090
163 H -22.91 -3.15 -16.18  C151 1.090
164 H -22.14 -5.72 -15.28  C152 1.090
165 H -21.78 -4.40 -14.13  C152 1.090
166 H -19.77 -3.84 -13.51  C154 1.090
167 H -18.91 -3.65 -15.15  C154 1.090
168 H -18.44 -4.85 -13.92  C154 1.090
169 H -19.11 -7.04 -14.21  C155 1.090
170 H -20.72 -7.42 -14.98  C155 1.090
171 H -20.24 -7.81 -12.46  C156 1.090
172 H -21.52 -6.55 -12.63  C156 1.090
173 H -19.82 -6.16 -12.29  C156 1.090
174 H -18.47 -5.88 -16.45  C157 1.090
175 H -19.74 -4.66 -16.89  C157 1.090
176 H -20.08 -6.31 -18.42  C158 1.090
177 H -21.40 -6.66 -17.22  C158 1.090
178 H -20.80 -8.55 -18.95  C160 1.090
179 H -21.42 -9.03 -17.27  C160 1.090
180 H -20.13 -9.87 -18.33  C160 1.090
181 O -15.49 -4.76 -16.71  C182 1.318, H185 0.960
182 C -15.80 -5.01 -15.46  O181 1.318, O183 1.237, O184 1.257
183 O -15.98 -3.95 -14.84  C182 1.237
184 O -16.08 -6.19 -15.15  C182 1.257
185 H -15.33 -3.88 -16.37  O181 0.960

The multiplicity is 2. The value obtained for the lowest unoccupied orbital energy (alpha / beta) is -10.94 / -17.66 eV. The value obtained for the energy above the lowest of the compared OMol25 structures with the same formula, charge and spin is 265.1 kJ/mol. The value obtained for the HOMO energy (alpha / beta) is -19.56 / -19.56 eV. As for the total energy: -2942.46281 Eh. As for the charge: +6.

Mulliken atomic charge list, values in e, 99 entries: atom 1 (C): -1.472, atom 2 (C): -0.648, atom 3 (N): 0.209, atom 4 (C): -0.875, atom 5 (C): -0.599, atom 6 (C): -1.118, atom 7 (C): -0.794, atom 8 (C): -0.944, atom 9 (O): -0.386, atom 10 (C): -0.659, atom 11 (H): 0.422, atom 12 (H): 0.177, atom 13 (H): 0.356, atom 14 (H): 0.658, atom 15 (H): 0.572, atom 16 (H): 0.347, atom 17 (H): 0.360, atom 18 (H): 0.363, atom 19 (H): 0.534, atom 20 (H): 0.444, atom 21 (H): 0.361, atom 22 (H): 0.476, atom 23 (H): 0.239, atom 24 (H): 0.675, atom 25 (H): 0.422, atom 26 (H): 0.424, atom 27 (H): 0.646, atom 28 (H): 0.198, atom 29 (H): 0.357, atom 30 (H): 0.273, atom 31 (C): -1.264, atom 32 (C): -0.156, atom 33 (N): 0.077, atom 34 (C): -1.046, atom 35 (C): -0.440, atom 36 (C): -0.104, atom 37 (C): -0.611, atom 38 (C): -0.517, atom 39 (O): -0.360, atom 40 (C): -0.712, atom 41 (H): 0.549, atom 42 (H): 0.279, atom 43 (H): 0.398, atom 44 (H): 0.591, atom 45 (H): -0.035, atom 46 (H): 0.455, atom 47 (H): 0.394, atom 48 (H): 0.430, atom 49 (H): 0.369, atom 50 (H): 0.538, atom 51 (H): -0.245, atom 52 (H): 0.315, atom 53 (H): -0.164, atom 54 (H): 0.362, atom 55 (H): 0.451, atom 56 (H): 0.253, atom 57 (H): 0.501, atom 58 (H): 0.429, atom 59 (H): 0.323, atom 60 (H): 0.159, atom 61 (C): -1.323, atom 62 (C): -0.031, atom 63 (N): 0.344, atom 64 (C): -1.158, atom 65 (C): -0.242, atom 66 (C): -1.223, atom 67 (C): -1.340, atom 68 (C): -0.203, atom 69 (O): -0.415, atom 70 (C): -0.472, atom 71 (H): 0.411, atom 72 (H): 0.267, atom 73 (H): 0.375, atom 74 (H): 0.332, atom 75 (H): 0.077, atom 76 (H): 0.449, atom 77 (H): 0.498, atom 78 (H): 0.395, atom 79 (H): 0.321, atom 80 (H): 0.448, atom 81 (H): 0.401, atom 82 (H): 0.340, atom 83 (H): 0.318, atom 84 (H): 0.580, atom 85 (H): 0.486, atom 86 (H): 0.343, atom 87 (H): 0.357, atom 88 (H): 0.167, atom 89 (H): 0.353, atom 90 (H): 0.085, atom 91 (C): -1.332, atom 92 (C): -0.451, atom 93 (N): 0.154, atom 94 (C): -0.995, atom 95 (C): -0.355, atom 96 (C): -1.470, atom 97 (C): -0.938, atom 98 (C): -0.499, atom 99 (O): -0.487